{"formula": "C20H13BrN2O3", "method": "ωB97M-V/def2-TZVPD", "elements": ["N", "C", "C", "C", "C", "C", "O", "C", "C", "C", "Br", "C", "C", "C", "O", "C", "N", "C", "C", "C", "C", "C", "C", "C", "C", "O", "H", "H", "H", "H", "H", "H", "H", "H", "H", "H", "H", "H", "H"], "coordinates": [[0.612, -1.895, 4.483], [0.283, -1.646, 3.414], [-0.085, -1.341, 2.084], [0.877, -1.154, 1.131], [0.503, -0.859, -0.198], [1.463, -0.668, -1.304], [1.107, -0.590, -2.458], [2.899, -0.549, -0.905], [3.317, 0.514, -0.118], [4.660, 0.664, 0.180], [5.222, 2.134, 1.249], [5.598, -0.241, -0.290], [5.182, -1.308, -1.062], [3.837, -1.474, -1.381], [3.390, -2.523, -2.104], [-0.843, -0.787, -0.482], [-1.790, -0.963, 0.436], [-3.192, -0.810, 0.060], [-3.518, 0.650, -0.126], [-3.644, 1.472, 0.987], [-3.901, 2.821, 0.830], [-4.034, 3.360, -0.439], [-3.910, 2.545, -1.551], [-3.648, 1.195, -1.396], [-1.506, -1.236, 1.792], [-2.409, -1.366, 2.589], [1.921, -1.244, 1.396], [2.595, 1.232, 0.242], [6.642, -0.114, -0.052], [5.909, -2.019, -1.429], [4.129, -3.063, -2.411], [-1.160, -0.571, -1.494], [-3.374, -1.372, -0.858], [-3.782, -1.232, 0.878], [-3.544, 1.047, 1.975], [-4.000, 3.453, 1.700], [-4.236, 4.413, -0.561], [-4.015, 2.961, -2.542], [-3.556, 0.563, -2.268]], "forces_ev_per_a": [[0.13, -0.09, 0.39], [0.02, -0.08, 0.34], [0.06, 0.13, -0.61], [-0.44, -0.02, 0.05], [-0.50, -0.02, -0.04], [-0.10, 0.01, 0.07], [0.04, -0.01, 0.00], [0.35, -0.25, -0.42], [0.20, -0.08, -0.05], [0.07, 0.23, 0.16], [-0.06, -0.16, -0.12], [-0.13, 0.12, 0.06], [-0.15, -0.07, -0.10], [0.15, 0.38, 0.34], [-0.09, -0.23, -0.22], [0.68, 0.04, -0.15], [0.25, -0.22, 0.13], [-0.57, 0.16, -0.01], [-0.06, -0.09, -0.05], [-0.03, 0.00, 0.01], [0.02, 0.01, 0.06], [-0.01, 0.06, -0.06], [0.00, 0.10, -0.07], [-0.03, -0.07, 0.07], [0.06, -0.04, -0.02], [0.00, 0.01, 0.20], [0.04, -0.01, 0.05], [-0.06, 0.07, 0.06], [0.07, 0.01, 0.02], [0.06, -0.08, -0.02], [-0.09, 0.11, 0.09], [-0.06, 0.01, -0.02], [0.05, 0.01, 0.10], [0.14, 0.00, -0.24], [0.01, -0.06, 0.12], [-0.01, 0.05, 0.08], [-0.02, 0.09, -0.01], [-0.01, 0.04, -0.08], [0.01, -0.09, -0.09]], "mulliken_charge": [-0.5564, -0.0313, -0.1457, -0.0900, 0.2963, 0.2218, -0.6324, 0.1951, 0.0272, -0.3486, -0.1941, -0.5156, -0.7694, 0.8772, -0.5222, -0.4211, 0.1952, -1.6433, 0.7235, -0.2281, -0.6906, -0.3733, -0.6186, -0.2964, 0.5577, -0.6562, 0.5656, 0.5810, 0.4199, 0.2767, 0.3423, 0.5284, 0.5145, 0.4524, 0.4529, 0.3870, 0.3809, 0.3773, 0.3604], "homo_energy_ha": -0.331, "e_lumo_ev": -0.574, "orbital_gap_ev": 8.4, "molar_mass_g_mol": 409.24}